Record 1
ORCA calculation (ωB97M-V with the def2-TZVPD basis set) on a 3-piece molecular cluster, C26H51BNO9Si overall at a distorted geometry.

Computed properties:
Total charge   -1
Orbital gap   5.76 eV
Energy   -56257.914 eV
HOMO energy   -3.4 eV

Element x y z (Å)
C: 0.64 -4.68 0.70
Si: -0.28 -4.02 -0.85
C: -1.92 -4.97 -1.17
C: 0.87 -4.30 -2.39
B: -0.70 -2.10 -0.83
O: -1.16 -1.47 0.44
C: -1.01 -0.08 0.10
C: 0.51 -0.14 -0.39
C: 0.99 1.28 -0.92
C: 2.32 1.65 -0.11
C: 2.03 2.42 1.22
O: 1.52 3.52 1.14
N: 2.38 1.90 2.55
C: 1.17 1.20 3.03
C: -0.13 1.85 3.10
C: -1.34 1.14 3.54
C: -1.23 -0.27 3.91
C: 0.09 -0.89 3.86
C: 1.29 -0.20 3.43
O: 0.37 -1.19 -1.37
H: 1.38 -3.95 1.10
H: -0.07 -5.03 1.51
H: 1.18 -5.63 0.38
H: -2.30 -4.62 -2.17
H: -1.66 -6.06 -1.25
H: -2.70 -4.74 -0.39
H: 1.01 -5.40 -2.55
H: 1.82 -3.74 -2.20
H: 0.32 -3.80 -3.24
H: -1.71 -2.01 -1.51
H: -1.66 0.08 -0.82
H: -1.30 0.67 0.87
H: 1.19 -0.51 0.43
H: 0.19 2.05 -0.78
H: 1.21 1.21 -2.02
H: 2.93 0.72 0.02
H: 2.89 2.35 -0.78
H: 3.07 1.15 2.43
H: -0.25 2.91 2.79
H: -2.34 1.65 3.56
H: -2.13 -0.85 4.22
H: 0.17 -1.96 4.15
H: 2.27 -0.73 3.42
C: -6.93 -6.55 -4.37
O: -6.26 -5.44 -4.93
C: -6.98 -4.79 -5.97
C: -6.92 -3.28 -5.84
O: -7.63 -2.73 -4.73
C: -7.15 -3.02 -3.42
C: -5.80 -2.41 -3.06
O: -4.74 -3.00 -3.80
C: -3.82 -2.06 -4.34
H: -6.76 -7.44 -4.98
H: -6.53 -6.72 -3.38
H: -8.01 -6.36 -4.27
H: -8.03 -5.11 -5.99
H: -6.51 -5.08 -6.92
H: -7.40 -2.85 -6.73
H: -5.89 -2.92 -5.85
H: -7.16 -4.09 -3.23
H: -7.89 -2.59 -2.74
H: -5.60 -2.60 -2.00
H: -5.84 -1.33 -3.22
H: -4.33 -1.17 -4.72
H: -3.31 -2.54 -5.18
H: -3.08 -1.79 -3.58
C: 7.76 7.84 3.27
O: 6.72 7.06 2.72
C: 7.18 5.94 1.98
C: 6.36 4.69 2.29
O: 6.54 4.15 3.60
C: 6.08 4.92 4.70
C: 4.57 5.08 4.80
O: 4.05 5.89 3.76
C: 2.88 5.37 3.15
H: 8.14 8.55 2.52
H: 7.35 8.40 4.11
H: 8.58 7.22 3.65
H: 8.24 5.73 2.17
H: 7.06 6.18 0.91
H: 6.70 3.90 1.61
H: 5.30 4.84 2.08
H: 6.59 5.88 4.75
H: 6.41 4.37 5.59
H: 4.33 5.58 5.75
H: 4.10 4.09 4.80
H: 2.94 4.29 3.02
H: 2.80 5.81 2.15
H: 2.00 5.64 3.73



Record 2
ORCA calculation (ωB97M-V with the def2-TZVPD basis set) on C26H51BaO14S2 as an isolated structure at a distorted geometry.

Computed properties:
Total charge   +1
Orbital gap   9.32 eV
Energy   -78815.139 eV
HOMO energy   -11.7 eV

Element x y z (Å)
Ba: -0.28 -2.58 0.50
C: 0.89 0.54 -2.47
C: 0.25 -0.41 -1.51
O: 0.34 -1.63 -1.83
O: -0.34 -0.07 -0.48
H: 0.17 1.05 -3.07
H: 1.61 0.13 -3.20
H: 1.48 1.26 -1.85
O: -3.66 5.66 -2.11
C: -4.23 5.04 -1.23
O: -3.85 3.74 -1.00
C: -3.12 2.98 -1.98
C: -3.43 1.49 -1.70
C: -5.15 5.58 -0.19
H: -2.02 3.08 -1.81
H: -3.37 3.33 -2.97
H: -4.45 1.10 -1.84
H: -3.29 1.32 -0.63
H: -2.71 0.96 -2.32
H: -4.56 5.73 0.69
H: -5.99 4.92 0.12
H: -5.38 6.58 -0.55
O: -0.28 5.16 -6.55
C: -0.72 4.32 -5.78
O: -0.44 4.39 -4.46
C: 0.28 5.52 -4.06
C: 0.89 5.20 -2.68
C: -1.48 2.99 -6.08
H: -0.33 6.45 -4.04
H: 1.08 5.81 -4.76
H: 1.50 6.03 -2.40
H: 1.50 4.33 -2.76
H: 0.18 4.96 -1.80
H: -0.69 2.22 -5.95
H: -1.64 3.04 -7.15
H: -2.43 2.84 -5.50
O: -3.36 -6.69 -0.67
C: -2.70 -5.73 -1.00
O: -2.24 -4.83 -0.04
C: -2.35 -5.25 1.34
C: -0.95 -5.30 1.94
C: -2.50 -5.27 -2.38
H: -2.76 -6.24 1.35
H: -3.03 -4.56 1.82
H: -0.89 -6.01 2.66
H: -0.64 -4.43 2.51
H: -0.13 -5.64 1.25
H: -2.35 -6.14 -2.98
H: -1.75 -4.47 -2.44
H: -3.47 -4.88 -2.69
O: 4.92 -2.08 0.94
C: 4.94 -1.35 -0.04
O: 4.50 -1.64 -1.23
C: 3.90 -2.90 -1.56
C: 4.72 -3.48 -2.65
C: 5.59 -0.04 -0.01
H: 2.84 -2.68 -1.75
H: 3.94 -3.46 -0.65
H: 5.72 -3.57 -2.28
H: 4.83 -2.84 -3.53
H: 4.29 -4.47 -2.94
H: 6.11 0.08 0.90
H: 4.84 0.68 -0.03
H: 6.11 0.12 -0.91
C: 4.61 -1.79 4.22
C: 4.43 -0.28 4.32
C: 3.17 -0.03 3.46
S: 2.05 -1.47 3.70
O: 1.71 -2.09 2.45
O: 0.97 -1.05 4.55
C: 3.28 -2.44 4.57
H: 5.35 -2.34 4.79
H: 4.79 -1.97 3.22
H: 5.32 0.38 4.16
H: 4.04 -0.10 5.32
H: 3.39 -0.05 2.35
H: 2.57 0.89 3.70
H: 3.24 -3.48 4.37
H: 3.04 -2.26 5.61
C: -2.60 1.11 4.51
C: -1.69 1.58 3.35
C: -2.21 1.01 2.02
S: -2.90 -0.58 2.45
O: -1.95 -1.64 2.08
O: -4.29 -0.65 1.94
C: -2.74 -0.40 4.24
H: -3.54 1.71 4.53
H: -2.19 1.37 5.50
H: -0.69 1.17 3.56
H: -1.60 2.65 3.40
H: -1.49 0.95 1.23
H: -3.09 1.64 1.73
H: -1.83 -0.94 4.35
H: -3.61 -0.86 4.79



Record 3
ORCA calculation (ωB97M-V with the def2-TZVPD basis set) on a 2-piece molecular cluster, C26H51Br2F2N4O4 overall at a distorted geometry.

Computed properties:
Total charge   +1
Orbital gap   8.27 eV
Energy   -187441.981 eV
HOMO energy   -11.8 eV

Element x y z (Å)
C: 7.92 -2.09 1.52
C: 9.29 -1.14 1.42
C: 8.95 0.02 0.31
C: 7.90 1.08 1.07
C: 7.35 2.08 -0.16
C: 6.07 1.26 -0.84
C: 4.70 2.02 -0.36
C: 3.80 1.15 0.73
C: 2.53 0.35 0.05
C: 1.10 1.21 0.11
C: 1.17 2.86 0.11
C: 0.59 3.59 1.46
C: 1.69 3.67 2.70
F: 2.95 4.28 2.16
N: 0.50 0.60 1.40
C: -1.00 0.50 1.24
N: -1.86 0.20 2.30
N: -3.21 0.15 2.02
C: -3.92 -0.99 2.72
C: -5.48 -1.00 2.13
N: -1.29 0.75 -0.22
C: -2.13 1.95 -0.59
C: -3.45 1.45 -1.49
O: -4.50 0.81 -0.68
C: 0.03 0.54 -0.93
F: 0.26 -0.93 -0.68
C: 0.17 0.75 -2.54
Br: 1.79 1.71 -3.18
C: 0.12 -0.69 -3.38
C: 1.59 -1.42 -3.51
Br: -0.42 -0.19 -5.28
H: 7.07 -1.60 0.84
H: 7.53 -2.14 2.62
H: 8.18 -3.12 1.04
H: 9.52 -0.59 2.44
H: 10.22 -1.73 1.02
H: 8.43 -0.43 -0.66
H: 9.87 0.66 -0.03
H: 6.92 0.52 1.45
H: 8.42 1.67 1.92
H: 8.21 2.24 -0.95
H: 7.07 3.15 0.24
H: 6.16 1.40 -2.01
H: 6.07 0.11 -0.58
H: 4.89 3.08 0.15
H: 3.96 2.25 -1.26
H: 4.53 0.31 1.14
H: 3.48 1.79 1.68
H: 2.37 -0.63 0.71
H: 2.78 -0.03 -1.03
H: 0.49 3.23 -0.80
H: 2.24 3.30 -0.10
H: 0.38 4.72 1.16
H: -0.42 3.16 1.87
H: 1.98 2.63 3.15
H: 1.34 4.40 3.57
H: 0.89 0.95 2.30
H: -1.46 0.03 3.27
H: -3.67 1.06 2.31
H: -3.45 -2.05 2.54
H: -4.04 -0.73 3.87
H: -6.07 -1.96 2.51
H: -6.07 -0.03 2.50
H: -5.52 -0.99 0.96
H: -1.55 2.70 -1.32
H: -2.44 2.60 0.34
H: -3.95 2.38 -2.04
H: -3.01 0.66 -2.26
H: -4.25 -0.17 -0.68
H: -0.77 1.36 -2.96
H: -0.71 -1.42 -3.00
H: 1.38 -2.53 -3.88
H: 2.31 -0.95 -4.31
H: 2.08 -1.54 -2.44
C: -8.25 -1.30 -1.43
C: -9.67 -1.79 -1.27
O: -9.80 -3.16 -1.69
C: -9.32 -4.09 -0.83
O: -8.81 -3.86 0.26
O: -9.48 -5.31 -1.39
C: -8.92 -6.38 -0.62
H: -7.90 -1.46 -2.46
H: -8.18 -0.23 -1.19
H: -7.56 -1.84 -0.78
H: -10.34 -1.20 -1.91
H: -10.03 -1.67 -0.24
H: -9.30 -6.37 0.40
H: -7.83 -6.31 -0.63
H: -9.22 -7.32 -1.09



Record 4
ORCA calculation (ωB97M-V with the def2-TZVPD basis set) on a 10-piece molecular cluster, C26H51Cl18NO6S overall at a distorted geometry.

Computed properties:
Total charge   0
SMILES   CCOCC[C@@H]1OC(=O)O[C@]1(N)S(C)(=O)=O.ClCCCl.ClCCCl.ClCCCl.ClCCCl.ClCCCl.ClCCCl.ClCCCl.ClCCCl.ClCCCl
Orbital gap   9.64 eV
Energy   -277803.850 eV
HOMO energy   -9.5 eV

Element x y z (Å)
C: -0.70 1.57 -3.02
C: -1.50 1.48 -1.73
O: -2.76 2.13 -1.77
C: -3.82 1.25 -1.41
C: -4.07 1.17 0.09
C: -3.03 0.42 0.94
O: -1.82 1.12 1.26
C: -0.85 0.15 1.33
O: 0.13 0.35 1.87
O: -1.19 -0.98 0.66
C: -2.61 -1.04 0.70
N: -2.87 -1.71 1.99
S: -3.46 -2.13 -0.52
C: -2.42 -2.21 -2.00
O: -3.49 -3.47 -0.02
O: -4.80 -1.70 -0.82
H: -0.73 2.54 -3.51
H: -1.02 0.79 -3.71
H: 0.33 1.33 -2.75
H: -0.92 1.95 -0.94
H: -1.57 0.42 -1.47
H: -3.69 0.29 -1.89
H: -4.71 1.69 -1.86
H: -5.06 0.80 0.34
H: -4.06 2.21 0.46
H: -3.53 0.37 1.91
H: -3.85 -2.00 1.99
H: -2.27 -2.53 2.04
H: -2.75 -1.52 -2.76
H: -1.39 -2.05 -1.69
H: -2.47 -3.23 -2.36
Cl: 1.04 -1.10 -1.79
C: 1.58 -1.62 -0.17
C: 1.56 -3.12 -0.02
Cl: -0.09 -3.78 -0.01
H: 0.94 -1.14 0.57
H: 2.59 -1.24 -0.04
H: 2.02 -3.39 0.93
H: 2.12 -3.61 -0.82
Cl: -6.15 -2.90 2.78
C: -5.55 -3.76 4.23
C: -5.44 -5.25 4.00
Cl: -7.03 -6.03 3.82
H: -6.23 -3.54 5.05
H: -4.57 -3.35 4.46
H: -4.95 -5.72 4.85
H: -4.85 -5.47 3.11
Cl: 3.08 1.85 -1.45
C: 3.77 1.15 -2.94
C: 3.91 2.20 -4.02
Cl: 2.32 2.73 -4.63
H: 3.15 0.32 -3.25
H: 4.76 0.76 -2.68
H: 4.45 1.80 -4.87
H: 4.44 3.07 -3.65
Cl: 4.16 0.94 4.11
C: 2.39 1.17 4.14
C: 2.00 2.47 4.80
Cl: 2.33 2.46 6.56
H: 1.95 0.32 4.64
H: 2.05 1.17 3.11
H: 0.93 2.63 4.69
H: 2.52 3.31 4.36
Cl: -3.63 3.74 -5.53
C: -3.22 5.44 -5.19
C: -1.74 5.70 -5.32
Cl: -0.81 4.89 -4.04
H: -3.58 5.67 -4.19
H: -3.77 6.05 -5.91
H: -1.55 6.77 -5.23
H: -1.36 5.37 -6.28
Cl: 3.01 3.16 -7.78
C: 4.51 3.45 -8.69
C: 5.61 2.50 -8.29
Cl: 6.19 2.80 -6.63
H: 4.80 4.49 -8.54
H: 4.28 3.32 -9.75
H: 6.47 2.63 -8.96
H: 5.29 1.47 -8.35
Cl: -2.03 -4.51 3.18
C: -1.41 -5.37 4.62
C: -1.27 -6.85 4.39
Cl: -2.86 -7.64 4.21
H: -2.08 -5.15 5.44
H: -0.44 -4.94 4.85
H: -0.78 -7.31 5.24
H: -0.69 -7.06 3.49
Cl: 2.13 -5.27 7.30
C: 1.07 -4.19 8.25
C: -0.03 -4.94 8.94
Cl: -1.22 -5.61 7.78
H: 0.68 -3.43 7.57
H: 1.70 -3.70 8.98
H: -0.58 -4.27 9.60
H: 0.35 -5.77 9.53
Cl: 7.83 6.14 -0.82
C: 6.37 6.63 -1.72
C: 5.59 5.45 -2.23
Cl: 6.47 4.58 -3.52
H: 6.68 7.29 -2.53
H: 5.75 7.20 -1.03
H: 4.65 5.78 -2.66
H: 5.37 4.74 -1.44



Record 5
ORCA calculation (ωB97M-V with the def2-TZVPD basis set) on C26H51Cl3InN2O3PSi as an isolated structure at a distorted geometry.

Computed properties:
Total charge   0
Energy relative to the best compared isomer or geometry (same formula, charge and spin)   3.9286 eV
Orbital gap   5.52 eV
Energy   -96820.914 eV
HOMO energy   -5.8 eV

Element x y z (Å)
C: -1.46 -2.02 -5.22
C: -0.94 -2.49 -3.90
H: -1.57 -2.85 -5.92
H: -0.77 -1.29 -5.66
H: -2.43 -1.53 -5.09
C: -0.44 -3.72 -3.73
C: -0.36 -4.76 -4.79
H: -0.06 -4.08 -2.77
H: 0.30 -4.48 -5.63
H: -1.36 -4.98 -5.20
H: 0.03 -5.68 -4.34
In: -1.38 1.31 1.72
Cl: -2.87 2.42 3.30
Cl: 0.81 1.81 -1.54
H: 1.71 4.58 2.87
H: -0.88 6.45 3.37
C: 1.43 5.11 1.97
C: -0.67 6.49 2.28
N: -0.01 5.27 1.84
H: 1.82 4.57 1.12
C: -0.78 4.22 1.61
O: -0.25 3.08 1.32
H: -1.64 6.57 1.76
H: -1.86 4.32 1.70
H: 1.86 6.10 2.01
H: -0.02 7.33 2.05
H: 2.01 -0.32 -2.80
H: 3.10 -3.25 -2.25
C: 2.95 -0.43 -2.24
C: 3.53 -2.68 -1.41
N: 2.79 -1.43 -1.21
H: 3.22 0.54 -1.80
C: 2.30 -1.10 0.03
O: 1.97 0.02 0.40
H: 3.48 -3.27 -0.50
H: 2.28 -1.98 0.70
H: 3.73 -0.77 -2.93
H: 4.57 -2.42 -1.65
O: -0.21 -0.39 -2.85
C: -1.06 -1.45 -2.75
C: 0.11 -2.77 -0.97
C: -1.08 -2.17 -1.38
H: 0.97 -2.68 -1.64
C: 0.14 -3.62 0.14
H: -2.10 -1.07 -2.85
C: -2.25 -2.41 -0.66
H: 1.07 -4.09 0.43
C: -1.05 -3.87 0.85
C: -2.20 -3.17 0.51
H: -3.20 -2.03 -1.05
H: -1.05 -4.59 1.67
H: -3.07 -3.23 1.16
Si: -0.14 2.37 -3.31
Cl: -2.95 0.41 0.39
C: 1.04 3.09 -4.55
C: -1.06 3.89 -2.62
C: -1.32 1.21 -4.17
H: 1.81 3.66 -4.02
H: 0.49 3.76 -5.21
H: 1.49 2.28 -5.15
H: -0.70 0.52 -4.74
H: -2.00 1.73 -4.87
H: -1.98 0.73 -3.43
H: -1.81 3.56 -1.89
H: -1.58 4.41 -3.45
H: -0.41 4.60 -2.10
C: 2.42 -0.68 3.44
C: 1.07 -1.39 3.50
P: -0.29 -0.20 3.42
C: -1.76 -1.34 3.70
C: -2.30 -1.40 5.12
C: -0.01 0.94 4.81
C: 0.45 0.29 6.11
H: 2.54 -0.14 2.49
H: 3.21 -1.44 3.50
H: 2.57 0.03 4.28
H: 0.94 -2.11 2.68
H: 0.93 -1.91 4.46
H: -2.55 -0.98 3.02
H: -1.46 -2.33 3.32
H: -2.66 -0.42 5.44
H: -3.14 -2.11 5.12
H: -1.55 -1.77 5.82
H: 0.77 1.63 4.46
H: -0.93 1.53 4.95
H: 1.40 -0.24 6.00
H: 0.60 1.07 6.86
H: -0.28 -0.40 6.52